(1)
The following is a quantum chemistry calculation of a cluster of 8 separate species, C19H56N4O13 in total in a non-equilibrium geometry, from the Open Molecules 2025 dataset.

```
92
Properties=species:S:1:pos:R:3
C -16.3733 11.3133 2.1821
O -17.4655 11.5919 3.0324
C -18.1688 12.7018 2.4791
C -19.4141 12.9941 3.2883
C -20.2117 14.1128 2.6641
N -19.0932 13.3324 4.6936
H -15.7168 12.1989 2.1480
H -16.6976 10.9775 1.2007
H -15.6985 10.6169 2.6843
H -17.4846 13.5640 2.4935
H -18.4255 12.4892 1.4307
H -20.0121 12.0794 3.2967
H -20.3698 13.9292 1.5982
H -19.7339 15.0900 2.7636
H -21.1689 14.1850 3.1800
H -18.6955 12.4917 5.1039
H -18.3388 14.0134 4.6793
C -12.4265 6.9664 3.3821
O -13.0198 7.6702 2.3155
C -14.0490 6.9527 1.6749
C -15.2080 7.8919 1.3852
C -16.4918 7.1603 1.0649
N -14.9399 8.8867 0.3486
H -11.9612 6.0320 3.0388
H -13.1607 6.7232 4.1584
H -11.6334 7.5695 3.8187
H -13.6721 6.5962 0.7076
H -14.4384 6.1471 2.3061
H -15.3905 8.5052 2.2736
H -16.8154 6.5378 1.8941
H -16.3348 6.5201 0.1813
H -17.2516 7.8549 0.7192
H -14.1457 9.4587 0.6110
H -14.7470 8.4971 -0.5672
N -18.9561 9.9958 -3.7550
C -18.8661 9.9176 -2.3883
N -17.6336 9.6719 -1.8693
O -19.8561 10.1444 -1.6803
H -19.8720 10.1343 -4.1426
H -18.2156 9.6014 -4.3058
H -17.5587 9.7201 -0.8675
H -16.8060 9.6002 -2.4306
O -19.1733 2.2522 1.3823
C -20.0507 3.2397 1.8774
C -20.1069 4.5139 1.0452
O -19.0596 5.4275 1.3307
H -18.3782 2.6373 1.0041
H -21.0505 2.7994 1.8631
H -19.8493 3.5087 2.9207
H -21.0251 5.0153 1.3624
H -20.1713 4.2823 -0.0206
H -18.2194 4.9859 1.4831
O -19.0193 7.8539 3.1730
C -19.6492 9.1074 2.9347
C -19.5376 9.5536 1.5088
O -20.3635 8.7476 0.6856
H -19.2714 7.2009 2.5027
H -20.7048 9.0417 3.2311
H -19.2245 9.8643 3.5918
H -18.4835 9.4535 1.2110
H -19.7717 10.6205 1.4392
H -20.5336 9.3243 -0.0686
O -20.2504 12.7898 -0.8030
C -21.5221 13.0200 -1.3875
C -21.6723 14.5057 -1.6392
O -20.5306 14.9943 -2.3004
H -20.0033 11.8821 -1.0367
H -21.5636 12.5329 -2.3767
H -22.3439 12.5618 -0.8265
H -21.7915 15.0193 -0.6764
H -22.5638 14.6509 -2.2466
H -19.8033 14.4284 -2.0110
O -23.0221 8.4426 -3.8820
C -22.6096 8.6998 -2.5474
C -23.4804 8.0823 -1.4782
O -24.8511 8.4512 -1.5837
H -23.2424 7.5071 -3.9206
H -21.5892 8.3287 -2.3781
H -22.5597 9.7748 -2.3655
H -23.0746 8.4636 -0.5300
H -23.4539 6.9944 -1.4624
H -24.9148 9.4101 -1.5480
O -16.5499 8.3001 7.4312
C -16.4594 8.5115 6.0396
C -16.2906 7.2616 5.2090
O -17.5118 6.5505 5.0341
H -17.2145 7.6172 7.5744
H -17.2694 9.1579 5.6730
H -15.5648 9.1309 5.8651
H -15.6125 6.5992 5.7456
H -15.9356 7.5963 4.2283
H -18.0462 7.0713 4.4081
```

- spin multiplicity = 1
- orbital gap (eV) = 9.43
- relative energy (zero: lowest compared OMol25 entry of this formula, charge and spin) (kcal per mole) = 32.7
- SMILES = COC[C@H](C)N.COC[C@H](C)N.NC(N)=O.OCCO.OCCO.OCCO.OCCO.OCCO
- E_HOMO (eV) = -9.382
- E (eV) = -53187.0536
- lowest unoccupied orbital energy (eV) = 0.044

(2)
The following is a quantum chemistry calculation of a cluster of 2 separate species, C3H6ClF3NP in total in a non-equilibrium geometry, from the Open Molecules 2025 dataset.

```
15
Properties=species:S:1:pos:R:3
C -0.9645 1.1381 -1.0294
C -0.3726 -1.2573 -1.3834
C 1.5493 0.6113 1.9260
N -0.7919 -0.2163 -0.4250
F 2.4668 -0.3294 1.4871
F 1.7616 0.8483 3.2406
F 1.6816 1.7229 1.2521
P -0.8017 -0.2645 1.2358
Cl -0.5299 -2.1733 1.7544
H -1.3418 1.6311 -0.0941
H -0.0365 1.6670 -1.1122
H -1.5842 1.3192 -1.9631
H 0.3772 -0.8247 -2.0581
H -0.0673 -2.1710 -0.8681
H -1.3460 -1.7014 -1.9626
```

- spin multiplicity = 1
- orbital gap (alpha / beta) (eV) = 8.38 / 8.38
- relative energy (zero: lowest compared OMol25 entry of this formula, charge and spin) (kcal per mole) = 32.3
- E_HOMO (alpha / beta) (eV) = -8.105 / -8.106
- E (eV) = -34660.4638
- lowest unoccupied orbital energy (alpha / beta) (eV) = 0.277 / 0.277

(3)
The following is a quantum chemistry calculation of an isolated molecule of C4H8O2, from the Open Molecules 2025 dataset.

```
14
Properties=species:S:1:pos:R:3
C -0.3394 1.6114 0.9280
O 0.7982 0.8027 0.7076
C 0.7909 0.0702 -0.4707
C 1.0301 -1.4061 -0.3615
C -0.3358 -0.9089 -0.7048
O -1.2895 -1.0468 0.3034
H -0.0099 2.6046 1.2526
H -0.9548 1.1712 1.7176
H -0.9538 1.6975 0.0218
H 1.2135 0.5848 -1.3349
H 1.1454 -1.7922 0.6456
H 1.6168 -1.8938 -1.1345
H -0.7262 -1.0852 -1.7085
H -1.9855 -0.4092 0.1384
```

- spin multiplicity = 1
- orbital gap (eV) = 10.26
- relative energy (zero: lowest compared OMol25 entry of this formula, charge and spin) (kcal per mole) = 59.1
- SMILES = CO[C@H]1C[C@H]1O
- E_HOMO (eV) = -9.393
- E (eV) = -8370.7168
- lowest unoccupied orbital energy (eV) = 0.872

(4)
The following is a quantum chemistry calculation of the ion C5H15N2 with charge +2 in a non-equilibrium geometry, from the Open Molecules 2025 dataset.

```
22
Properties=species:S:1:pos:R:3
C 1.0971 0.7833 -0.5814
N 1.9804 0.0888 0.4995
C 1.5721 0.0867 1.9097
C -0.3718 0.4333 -0.4473
N -0.8930 1.3253 -1.6459
C -1.4694 -1.5785 0.5308
C -0.7950 -1.0003 -0.7486
H 1.0529 1.9524 -0.5922
H 1.3902 0.1843 -1.4862
H 2.9674 0.3281 0.3504
H 1.3818 1.0344 2.4551
H 2.2441 -0.6848 2.4631
H 0.5407 -0.3323 1.8692
H -0.8529 0.6218 0.5839
H -0.6393 2.2874 -1.4860
H -1.9112 1.2413 -1.8906
H -0.4960 0.8317 -2.4516
H -2.4485 -1.1548 0.8728
H -1.1155 -1.1845 1.4534
H -1.7251 -2.6065 0.6900
H 0.0016 -1.6878 -0.8565
H -1.5105 -0.9695 -1.4917
```

- spin multiplicity = 2
- orbital gap (alpha / beta) (eV) = 11.90 / 6.79
- relative energy (zero: lowest compared OMol25 entry of this formula, charge and spin) (kcal per mole) = 78.1
- E_HOMO (alpha / beta) (eV) = -19.104 / -19.103
- total charge = +2
- E (eV) = -8386.9221
- lowest unoccupied orbital energy (alpha / beta) (eV) = -7.209 / -12.310